A) 23
Properties=species:S:1:pos:R:3 method="wB97M-V/def2-TZVPD" smiles="C/C=C(/O)Oc1ccc([N+](=O)[O-])cc1" homo_energy_ev="-7.3 / -7.3"
C 1.8400 0.5066 1.1152
C 1.4987 0.1723 -1.2179
C 0.5362 0.9316 1.3545
C 0.2446 0.7649 -1.0722
C 2.3704 0.2087 -0.1436
C -0.2613 1.1450 0.1946
C -2.4937 -0.9463 -0.5459
C -2.5260 0.7788 -0.0981
C -1.5489 -1.9081 0.2224
N 3.7198 -0.2890 -0.2171
O 4.3920 -0.2305 0.8243
O 4.0453 -0.7995 -1.2494
O -3.6157 1.4477 -0.2786
O -1.5100 1.4887 0.3897
H 2.4518 0.4603 2.0141
H 1.8931 -0.1395 -2.1462
H 0.0501 1.0039 2.3877
H -0.5635 0.7514 -1.7708
H -3.3730 -1.1688 -0.9257
H -0.9301 -1.4608 0.9398
H -0.8905 -2.3912 -0.4734
H -1.9285 -2.6893 0.8335
H -3.4009 2.3631 -0.1369

***

B) 23
Properties=species:S:1:pos:R:3 method="wB97M-V/def2-TZVPD" homo_energy_ev="-8.9 / -8.9"
C 2.9260 -0.4128 0.4035
C 2.9175 0.4542 -0.6466
C 1.7167 -1.0780 0.9232
C 1.7063 1.0227 -1.1005
C 0.5454 -0.6457 0.2750
C 0.4967 0.4522 -0.6276
C -0.8592 -1.1383 0.6064
C -0.7787 0.8499 -1.1905
C -1.7836 0.0686 0.5544
N -3.0612 -0.1299 0.0586
O -3.2799 -1.0836 -0.6789
O -3.9061 0.6908 0.3105
O -0.8658 -1.9232 1.7328
O -1.1901 2.1442 -1.3852
H 3.8625 -0.4846 0.8439
H 3.8860 0.7783 -1.0235
H 1.7168 -1.8623 1.5705
H 1.7474 1.8271 -1.7232
H -1.1259 -1.8536 -0.1573
H -1.4041 0.1016 -1.8431
H -1.6360 0.7666 1.3763
H -0.8775 -1.3823 2.5102
H -0.7529 2.8382 -0.7891

***

Which structure loses on stability? A) does.

***

A) 36
Properties=species:S:1:pos:R:3 method="wB97M-V/def2-TZVPD" smiles="C=CNC/C=C/C.O.O.O.O.O.O" homo_energy_ev=-8.2
C 0.3467 2.1368 2.2584
C 0.9972 2.0806 1.0441
N 0.4247 2.2695 -0.1656
C 1.0726 1.8012 -1.4411
C -0.8989 -1.2495 -2.7519
C -0.0555 -0.3520 -1.9369
C 0.2836 0.8729 -2.2815
H -0.5278 2.4010 2.5839
H 0.9750 1.8361 3.0726
H 2.0456 1.9560 1.0723
H -0.4980 1.9959 -0.2537
H 1.2526 2.7293 -1.9459
H 2.0993 1.4730 -1.4228
H -0.9706 -0.7145 -3.7637
H -0.2332 -2.1669 -2.8921
H -1.9708 -1.4445 -2.4268
H 0.0882 -0.8953 -0.9515
H -0.0186 1.2869 -3.2229
H 0.7402 -3.2545 1.2155
H -0.0449 -3.4312 -0.0460
O 0.6457 -3.8404 0.4983
H 1.7945 -0.2809 -0.6266
H 3.0960 -0.7721 -0.0092
O 2.6720 -0.7243 -0.8392
H -1.7390 -2.2976 0.8770
H -2.8280 -2.9477 0.0677
O -2.2737 -2.2515 0.1509
H 1.1675 -0.7322 1.5091
H 1.8725 0.1176 2.6169
O 2.0435 -0.6742 2.0407
H -1.8611 1.7732 1.4243
H -3.2097 2.0479 0.8600
O -2.6999 1.4311 1.2215
H -1.7811 -0.2958 0.9240
H -1.1459 0.2515 2.2151
O -0.8606 -0.1358 1.3250

***

B) 36
Properties=species:S:1:pos:R:3 method="wB97M-V/def2-TZVPD" homo_energy_ev=-8.4
C -2.0160 1.3824 -1.3059
O -1.5993 0.3486 -2.2242
C -1.0126 1.3313 -0.1092
C -1.4899 0.2249 0.9302
C -0.4038 -0.2252 1.8384
C -0.0847 -1.5180 1.8696
N 0.9259 -2.1381 2.6378
C 0.1990 0.8060 2.7420
H -1.9543 2.3975 -1.7317
H -3.0389 1.1440 -1.0769
H -0.6774 0.5221 -2.4746
H -0.9848 2.2617 0.4749
H -0.0924 1.0818 -0.6055
H -1.8425 -0.4953 0.1928
H -2.2532 0.7984 1.4748
H -0.6279 -2.2513 1.2645
H 1.1198 -1.6065 3.4759
H 1.7736 -2.4400 2.1846
H -0.1520 1.8086 2.5099
H 0.1712 0.7076 3.8449
H 1.2828 0.9285 2.6501
H 0.9669 1.0032 -3.4345
H 1.6376 0.6665 -2.0209
O 1.2543 1.3635 -2.5810
H 1.3149 -3.1342 -2.0657
H 0.2696 -2.0542 -2.2442
O 1.1945 -2.1774 -1.9835
H -1.9819 -1.5153 -1.9478
H -2.2474 -3.0541 -1.3487
O -1.7208 -2.4396 -1.8713
H 1.5668 1.9107 0.8249
H 2.0275 3.2904 0.3275
O 1.9323 2.7675 1.1256
H 1.9976 -0.4917 0.3216
H 2.2409 -0.9984 -1.1209
O 2.3048 -0.2059 -0.5435

***

Which structure loses on stability? A) does.

***

A) 25
Properties=species:S:1:pos:R:3 method="wB97M-V/def2-TZVPD" homo_energy_ev=-7.7
C 1.8373 -1.4016 1.2141
C 0.8209 -2.3886 1.5976
C -0.5258 -2.0183 1.2902
C -0.8653 -0.7515 0.7200
C -2.3400 0.8612 -0.4485
C -1.0657 1.4988 -1.0448
C -0.8977 0.9095 -2.4500
C 0.2975 0.1196 0.4685
C 1.5826 -0.1480 0.7826
H 3.1394 -2.4573 2.1569
H 3.9776 -0.8364 1.9871
H 0.5602 -3.2441 2.5401
H -1.5500 -2.5747 1.3253
H -3.0610 0.9953 -1.4052
H -2.7133 1.5899 0.4453
H -1.3135 2.6936 -1.0772
H -2.0671 0.7483 -2.9038
H -0.3569 -0.2135 -2.0998
H 0.8152 2.7016 -2.8348
H 0.2802 2.1947 0.4274
H 2.4588 0.6595 0.6722
N 3.0072 -1.4866 2.1302
N 0.1817 1.4133 -0.2536
O -2.1306 -0.4334 0.1326
O -0.0716 1.5688 -3.3724

***

B) 25
Properties=species:S:1:pos:R:3 method="wB97M-V/def2-TZVPD" smiles="O=CN(O)CCCc1ccncc1" homo_energy_ev=-8.8
C -2.1607 0.6044 -0.0560
C -1.0971 1.6486 -0.5694
C 0.0424 1.7348 0.4118
C 1.1080 0.6060 0.2922
C 1.3402 -0.2345 1.3294
C 2.2856 -1.2186 1.0717
C 2.6035 -0.5971 -1.1470
C 1.4935 0.4051 -0.9772
C -1.5175 -1.7675 -0.8929
H -1.3534 -2.0637 1.3842
H -3.0248 0.5060 -0.7172
H -2.4740 0.8205 0.9611
H -1.6799 2.5237 -0.6102
H -0.6097 1.4648 -1.5219
H -0.3322 1.6950 1.4365
H 0.7931 2.6418 0.4653
H 0.7424 -0.1376 2.2711
H 2.4681 -1.8658 1.9363
H 3.1250 -0.6223 -2.0905
H 1.2182 1.1809 -1.6899
H -1.5711 -1.2755 -1.9018
N -1.3929 -0.6920 0.0629
N 2.9379 -1.2793 -0.1467
O -1.5989 -1.1739 1.3237
O -1.3455 -2.9040 -0.6256

***

Which structure loses on stability? A) does.

***

A) 46
Properties=species:S:1:pos:R:3 method="wB97M-V/def2-TZVPD" smiles="CCCCc1nc2cc(C(=O)NCc3nccn3CC)ccc2o1" homo_energy_ev=-8.8
C -8.4108 0.7667 0.5035
C -7.7067 -0.5681 0.7163
C -6.1834 -0.4519 0.7071
H -5.7514 -1.4122 0.9984
H -5.8694 0.2951 1.4391
C -5.6267 -0.0633 -0.6701
C -4.1457 -0.0503 -0.6389
N -3.3915 0.9921 -0.6038
C -2.1030 0.5092 -0.5439
C -0.8757 1.1491 -0.4908
C 0.2590 0.3543 -0.4141
C 0.1715 -1.0446 -0.4284
C -1.0453 -1.6963 -0.4993
C -2.1737 -0.9000 -0.5444
O -3.4847 -1.2414 -0.6071
H -1.1142 -2.7719 -0.5214
H 1.0758 -1.6353 -0.4177
C 1.5861 1.0390 -0.3636
O 1.8197 2.0721 -0.9619
N 2.4925 0.4474 0.4501
H 2.3150 -0.4691 0.8319
C 3.8787 0.8435 0.4521
C 4.7309 -0.3397 0.1342
N 4.3132 -1.5786 0.2319
C 5.3652 -2.3585 -0.1313
C 6.4321 -1.5742 -0.4513
N 6.0204 -0.2785 -0.2868
C 6.8353 0.8936 -0.4697
C 7.4915 1.3308 0.8383
H 8.1181 2.2012 0.6654
H 6.7361 1.5868 1.5769
H 8.1084 0.5291 1.2381
H 6.2105 1.7003 -0.8630
H 7.6045 0.6588 -1.2106
H 7.4212 -1.8159 -0.7817
H 5.2812 -3.4262 -0.1379
H 4.1500 1.2540 1.4359
H 3.9916 1.6370 -0.2951
H -0.7942 2.2232 -0.5049
H -5.9632 0.9327 -0.9519
H -5.9630 -0.7893 -1.4135
H -8.0119 -0.9783 1.6817
H -8.0211 -1.2736 -0.0560
H -9.4859 0.6463 0.6153
H -8.0699 1.4965 1.2343
H -8.2170 1.1589 -0.4912

***

B) 46
Properties=species:S:1:pos:R:3 method="wB97M-V/def2-TZVPD" smiles="CCCCc1nc2cc(C(=O)NCc3cc(C)n(C)n3)ccc2o1" homo_energy_ev=-8.9
C -7.0612 -0.8247 -0.5624
C -6.4176 -0.3777 0.7454
C -6.1604 1.1279 0.8111
H -7.1065 1.6638 0.7106
H -5.7306 1.3701 1.7842
C -5.2007 1.6336 -0.2764
C -3.9008 0.9237 -0.2097
N -3.0036 1.0519 0.7046
C -2.0017 0.1732 0.3595
C -0.7940 -0.1370 0.9629
C 0.0127 -1.0780 0.3397
C -0.3934 -1.7151 -0.8404
C -1.6025 -1.4286 -1.4456
C -2.3897 -0.4720 -0.8338
O -3.6043 0.0189 -1.1842
H -1.9213 -1.9281 -2.3464
H 0.2364 -2.4765 -1.2761
C 1.3131 -1.4147 1.0003
O 1.4445 -1.4268 2.2083
N 2.3185 -1.7160 0.1446
H 2.2002 -1.5426 -0.8407
C 3.6728 -1.9642 0.6014
C 4.5601 -0.7974 0.3205
N 5.4513 -0.8157 -0.6591
N 6.0410 0.3783 -0.6474
C 5.5422 1.1814 0.3225
C 4.5721 0.4474 0.9710
H 3.9585 0.7485 1.7944
C 6.0364 2.5639 0.5410
H 5.4917 3.0215 1.3617
H 5.8975 3.1715 -0.3538
H 7.0991 2.5606 0.7850
C 7.0816 0.6841 -1.5833
H 8.0135 0.9175 -1.0638
H 7.2278 -0.1930 -2.2099
H 6.8033 1.5353 -2.2087
H 3.6066 -2.1404 1.6779
H 4.0684 -2.8504 0.0981
H -0.4836 0.3270 1.8844
H -5.6296 1.4832 -1.2669
H -5.0246 2.6992 -0.1210
H -5.4763 -0.9127 0.8891
H -7.0744 -0.6461 1.5761
H -6.3750 -0.7051 -1.3968
H -7.3377 -1.8750 -0.5044
H -7.9599 -0.2449 -0.7633

***

Which structure loses on stability? B) does.

***

A) 12
Properties=species:S:1:pos:R:3 method="wB97M-V/def2-TZVPD" total_charge=+1 smiles="O=C1NC[NH2+]N1" homo_energy_ev=-15.0
C -1.4483 0.0063 0.0159
C 0.9337 0.6928 0.1523
N -0.6469 1.1369 -0.0063
N -0.5797 -1.1200 0.1527
N 0.7696 -0.7783 -0.1736
O -2.6357 -0.1266 0.0719
H 1.5974 1.2490 -0.6493
H 1.1607 0.9578 1.0799
H -0.8105 2.1325 -0.3096
H -0.9017 -2.0693 0.2990
H 1.0820 -0.8216 -1.0919
H 1.4796 -1.2594 0.4591

***

B) 12
Properties=species:S:1:pos:R:3 method="wB97M-V/def2-TZVPD" total_charge=+1 smiles="O=C1NC[NH2+]N1" homo_energy_ev=-15.1
C -1.3470 0.0426 0.0009
C 0.9392 0.7109 0.2172
N -0.6333 1.1833 -0.2722
N -0.5111 -1.1248 0.0778
N 0.9278 -0.7795 -0.1649
O -2.5586 -0.0519 0.1515
H 1.4743 1.4171 -0.3544
H 0.8081 0.8163 1.2791
H -0.9744 2.0096 0.3082
H -0.9178 -1.8612 -0.4559
H 1.2238 -0.9726 -1.1962
H 1.5688 -1.3897 0.4088

***

Which structure loses on stability? B) does.

***

A) 18
Properties=species:S:1:pos:R:3 method="wB97M-V/def2-TZVPD" smiles=Cc1ccccc1.O homo_energy_ev=-9.4
C -1.1465 -1.9545 -0.6392
C 0.9538 -0.6139 -0.6108
C -0.2313 -0.9723 0.0085
C -0.6109 -0.4237 1.2395
C 0.2626 0.5445 1.8481
C 1.2726 1.0226 1.0195
C 1.6928 0.4763 -0.1853
H -0.8479 -2.0877 -1.6789
H -2.1557 -1.5377 -0.7537
H -1.2196 -2.9555 -0.2104
H 1.0883 -1.0806 -1.5858
H -1.5252 -0.6403 1.7893
H -0.0429 1.0787 2.7346
H 1.7585 1.9036 1.4919
H 2.5045 1.0094 -0.6673
H -0.5383 1.4449 -0.8764
H -0.2151 2.6656 -1.5279
O -0.9997 2.1205 -1.3959

***

B) 18
Properties=species:S:1:pos:R:3 method="wB97M-V/def2-TZVPD" smiles="CC(=O)C#CC(C)C" homo_energy_ev=-9.7
C 3.1756 -0.3837 -0.0614
C 0.7597 0.4838 0.1617
C 1.8602 0.1104 0.1982
C 3.1706 -2.0453 -0.1089
C -1.0040 1.0195 1.4676
C -0.9354 2.2251 -1.1223
C -0.6502 1.0653 0.0447
O 3.8889 0.4537 -0.4053
H 3.4823 -2.4180 -1.1711
H 2.2049 -2.0568 0.1314
H 3.9145 -2.6266 0.5100
H -0.5711 2.0181 1.8492
H -0.3919 0.2042 1.7284
H -2.0980 0.8409 1.7322
H 0.0696 2.7363 -1.3209
H -1.6762 2.9815 -0.9903
H -1.2686 1.7420 -2.0484
H -1.2991 0.3177 -0.3135

***

C) 18
Properties=species:S:1:pos:R:3 method="wB97M-V/def2-TZVPD" homo_energy_ev=-9.2
C -1.0627 1.2329 -0.7256
C -1.7472 0.3268 0.3574
C -0.5894 -0.4231 1.2191
C 0.8620 -0.9406 0.6415
C 1.6923 -1.0443 -0.7069
C 0.2409 0.3798 -0.8199
C 0.5807 0.4367 0.7111
H -0.7593 2.2556 -0.4886
H -1.7126 1.2645 -1.6077
H -2.2181 0.9792 1.1006
H -2.3666 -0.3875 -0.1315
H -0.6824 -0.6571 2.2277
H 1.4213 -1.3989 1.3954
H 1.4062 -1.8655 -1.2650
H 2.7322 -1.1154 -0.5295
H -0.2155 -0.5979 -1.0616
H 0.9327 1.3709 1.1072
O 1.4854 0.1840 -1.4237

***

D) 18
Properties=species:S:1:pos:R:3 method="wB97M-V/def2-TZVPD" homo_energy_ev="-7.5 / -7.5"
C -0.7131 1.2400 0.3153
C 1.0968 0.2516 -0.3810
C 0.5201 1.6065 -0.4561
C 1.8671 -0.2243 0.8043
C -1.4990 0.1243 -0.0195
C -0.8025 -2.2859 -0.5984
O -2.8686 0.1585 0.1564
C -0.8929 -0.9777 -0.5337
H -3.1666 1.0738 0.0898
H -0.9673 1.8034 1.2101
H 1.2599 -0.2808 -1.3065
H 1.0976 2.3569 0.0880
H 0.3309 1.9594 -1.4709
H 1.5594 -1.2318 1.0984
H 1.7408 0.4263 1.6703
H 2.9344 -0.2845 0.5589
H -0.2089 -2.7866 -1.3575
H -1.2880 -2.9291 0.1319

***

Which structure loses on stability? C) does.